Entry from the OMol25 dataset: the molecule C3H5NO3S (ωB97M-V/def2-TZVPD).

The geometry in XYZ format:
```
13
Properties=species:S:1:pos:R:3:forces:R:3
C 0.33802 -0.35624 0.12094 0.3 -0.3 0.4
O -0.31442 -2.19289 1.69652 1.0 -0.3 0.2
O -0.77643 -0.04678 -2.00082 0.4 0.4 1.1
H -0.30385 2.40898 -1.75966 0.2 -0.3 0.4
C -0.64556 -1.42291 0.59332 0.4 0.0 -1.1
H -1.55265 -0.92787 0.86151 -0.8 0.7 0.1
H 1.34861 2.31718 0.31018 -0.4 0.1 -0.2
S 1.86420 -0.18984 0.70674 -1.3 -0.3 -0.5
C -0.21008 0.48531 -1.05390 0.3 -0.3 -0.5
H 0.65127 -2.32984 1.76363 -0.5 0.2 -0.2
N 0.14390 1.81107 -1.06437 -0.3 -0.3 -0.2
O 0.39815 2.46109 0.13392 0.3 0.1 0.2
H -0.94116 -2.01724 -0.30802 0.5 0.2 0.4
```
Positions in Å, forces in eV/Å.

Output
spin multiplicity	1
E	-795.89838	Eh
structure (SMILES)	O=C(NO)C(=S)CO
HOMO level	-9.529	eV
orbital gap	0.307	Eh
maximum force	1.41	eV/Å

Listed below, in e, are the Löwdin charges computed for each atom: C -0.57; O -0.06; O 0.08; H 0.16; C -0.30; H 0.13; H 0.06; S 0.82; C -0.48; H 0.07; N 0.00; O -0.06; H 0.15